[1]
Density functional theory data (the ωB97M-V functional and the def2-TZVPD basis) for a single C5H9NO molecule.

The geometry in ORCA input format:
```
! wB97M-V def2-TZVPD RIJCOSX def2/J DEFGRID3
* xyz 0 1
H -0.610 -1.096 1.390
C -0.161 2.193 -0.156
H -1.582 0.909 -0.152
H -0.101 1.996 0.951
C 0.796 -0.978 -0.255
H 0.791 -1.160 -1.337
H 1.465 -1.712 0.205
O 0.690 1.378 -0.740
N 2.398 0.625 0.685
H 2.613 1.623 0.670
C -0.638 -1.125 0.293
H -1.714 -0.294 -1.382
H -0.965 -2.138 0.030
H -2.678 -0.419 0.111
C -1.694 -0.175 -0.294
C 1.390 0.373 -0.019
*
```

Energy ... -325.7776 hartree
Kohn-Sham gap ... 0.3439 Eh
Energy above the lowest of the compared OMol25 structures with the same formula, charge and spin ... 100.4 kcal per mole
Highest occupied orbital energy ... -8.87 eV


[2]
Density functional theory data (the ωB97M-V functional and the def2-TZVPD basis) for a molecular structure, C5H9NO.

The geometry in ORCA input format:
```
! wB97M-V def2-TZVPD RIJCOSX def2/J DEFGRID3
* xyz 0 1
H -0.787 -0.258 -2.144
C -0.443 0.474 -1.408
C 0.167 -0.103 -0.112
N -1.585 0.435 1.660
H 1.657 0.317 1.395
C -1.098 0.459 0.504
H -2.478 0.929 1.693
C 0.295 -1.617 -0.001
O -1.570 1.011 -0.661
H 0.247 -1.908 1.054
H 1.253 -1.963 -0.407
H 0.120 1.275 -1.896
H 2.280 0.333 -0.271
C 1.430 0.608 0.364
H 1.313 1.697 0.335
H -0.513 -2.129 -0.534
*
```

Energy ... -325.8880 hartree
Kohn-Sham gap ... 0.4010 Eh
Energy above the lowest of the compared OMol25 structures with the same formula, charge and spin ... 31.1 kcal per mole
Highest occupied orbital energy ... -10.03 eV


[3]
Density functional theory data (the ωB97M-V functional and the def2-TZVPD basis) for a single C5H9NO molecule.

The geometry in ORCA input format:
```
! wB97M-V def2-TZVPD RIJCOSX def2/J DEFGRID3
* xyz 0 1
N 2.228 1.546 -0.515
H 1.705 2.427 -0.545
H -1.440 -0.381 -1.556
H 3.035 -0.753 -0.242
C -0.793 -0.043 0.541
H 1.468 -1.467 -0.694
C 1.971 -0.786 0.000
C -1.656 -0.649 -0.527
H -2.018 -1.664 -0.381
C 1.458 0.623 -0.131
C -2.195 0.434 0.372
H 1.851 -1.181 1.014
H -0.540 -0.637 1.418
H -2.299 1.424 -0.062
O 0.160 0.922 0.181
H -2.935 0.184 1.127
*
```

Energy ... -325.8656 hartree
Kohn-Sham gap ... 0.3924 Eh
Energy above the lowest of the compared OMol25 structures with the same formula, charge and spin ... 45.2 kcal per mole
Highest occupied orbital energy ... -9.67 eV
SMILES string ... [H]/N=C(/C)OC1CC1


[4]
Density functional theory data (the ωB97M-V functional and the def2-TZVPD basis) for a single C5H9NO molecule.

The geometry in ORCA input format:
```
! wB97M-V def2-TZVPD RIJCOSX def2/J DEFGRID3
* xyz 0 1
H -1.165 -0.922 -0.634
H -3.083 -0.284 1.130
H 0.176 0.704 -1.887
C -2.584 0.416 0.446
H 2.427 -1.634 0.142
C 0.925 0.027 -1.503
C -1.235 -0.050 0.010
C -0.082 0.415 0.622
C 2.286 -0.579 0.395
H -3.236 0.543 -0.429
H -2.506 1.382 0.952
N 1.079 -0.060 -0.227
H 2.166 -0.442 1.470
H 1.529 -0.592 -2.163
H 3.141 0.004 0.044
O 0.163 1.073 1.632
*
```

Energy ... -325.8200 hartree
Kohn-Sham gap (alpha / beta) ... 0.2486 / 0.2487 Eh
Energy above the lowest of the compared OMol25 structures with the same formula, charge and spin ... 73.7 kcal per mole
Highest occupied orbital energy (alpha / beta) ... -7.17 / -7.17 eV


[5]
Density functional theory data (the ωB97M-V functional and the def2-TZVPD basis) for a single C5H9NO molecule in a non-equilibrium geometry.

The geometry in ORCA input format:
```
! wB97M-V def2-TZVPD RIJCOSX def2/J DEFGRID3
* xyz 0 1
H 2.157 -0.322 0.116
H -3.012 1.889 0.940
C 0.510 0.206 1.496
H -0.825 -1.347 -0.507
H 1.042 0.538 -2.034
C 1.233 -0.763 0.515
H 1.035 1.130 1.732
H 0.781 -1.154 -2.475
H 0.182 -0.267 2.432
H -0.574 -0.032 -2.474
O -2.084 1.732 1.139
C 0.040 -0.659 -0.500
C 0.345 -0.299 -1.946
N -1.722 0.767 0.222
H 1.448 -1.749 0.914
C -0.556 0.330 0.431
*
```

Energy ... -325.8120 hartree
Kohn-Sham gap ... 0.3722 Eh
Energy above the lowest of the compared OMol25 structures with the same formula, charge and spin ... 78.8 kcal per mole
Highest occupied orbital energy ... -9.08 eV
SMILES string ... C[C@H]1CC/C1=N\O


[6]
Density functional theory data (the ωB97M-V functional and the def2-TZVPD basis) for 2 unconnected molecules or ions with the total composition C5H9NO in a non-equilibrium geometry.

The geometry in ORCA input format:
```
! wB97M-V def2-TZVPD RIJCOSX def2/J DEFGRID3
* xyz 0 1
O 1.359 2.980 1.756
H -1.922 -2.090 -1.709
H 1.669 -1.601 1.352
H 0.420 2.947 1.844
C 0.318 -1.737 -0.426
N 1.076 0.135 0.467
H -2.638 -0.714 -0.777
C 1.253 -1.250 0.429
H 1.697 0.925 0.560
H -0.041 -2.754 -0.446
H 1.662 3.489 2.513
H -2.007 -0.508 -2.435
C -1.876 -1.030 -1.487
C -0.540 -0.672 -0.881
C 0.017 0.454 -0.354
H -0.447 1.426 -0.404
*
```

Energy ... -325.8756 hartree
Kohn-Sham gap ... 0.3192 Eh
Energy above the lowest of the compared OMol25 structures with the same formula, charge and spin ... 38.9 kcal per mole
Highest occupied orbital energy ... -8.02 eV
SMILES string ... Cc1cc[nH]c1.O